Entry 1:
87
Properties=species:S:1:pos:R:3:forces:R:3:mulliken_charge:R:1 method="wB97M-V/def2-TZVPD" e_tot_ha=-2568.887483 charge=0 smiles="O=C(O)OC(F)(F)C(F)(F)C(F)(F)F.CN(C)C=O.CN(C)C=O.CN(C)C=O.CN(C)C=O.CN(C)C=O.CN(C)C=O" e_lumo_ev=0.521 homo_lumo_gap_ev=9.44
O 3.737 -3.443 5.301 -0.125 -0.091 0.411 -0.505
C 3.328 -2.975 4.300 0.319 -0.245 -0.283 0.593
O 3.197 -3.606 3.151 0.043 0.248 -0.038 -0.400
O 2.950 -1.614 4.207 -0.594 -0.175 0.191 -0.135
C 1.742 -1.265 4.765 0.425 0.478 0.104 0.585
F 1.593 -1.763 6.006 -0.080 0.021 -0.296 -0.287
F 1.761 0.081 4.866 0.079 -0.334 -0.091 -0.302
C 0.501 -1.634 3.873 -0.129 0.651 0.133 0.670
F 0.884 -1.602 2.590 -0.136 -0.346 0.254 -0.064
F -0.444 -0.666 4.036 0.226 -0.209 0.082 -0.345
C -0.224 -2.956 4.229 -0.242 0.103 -0.574 0.545
F -1.215 -3.128 3.346 0.052 -0.054 0.020 -0.243
F 0.583 -4.003 4.166 0.142 -0.045 0.145 -0.206
F -0.766 -2.873 5.439 0.039 -0.058 0.119 -0.246
H 3.328 -2.983 2.414 -0.210 -0.178 -0.093 0.348
C 1.561 -0.174 -2.698 -0.162 0.104 -0.038 -0.877
N 1.194 -0.878 -1.483 0.029 0.049 -0.030 0.365
C -0.018 -0.478 -0.783 0.054 -0.114 0.026 -0.811
C 1.918 -1.886 -0.984 -0.187 0.089 -0.056 0.005
O 1.641 -2.489 0.041 0.236 -0.102 0.132 -0.582
H 1.717 0.885 -2.481 0.053 -0.021 0.015 0.334
H 0.763 -0.276 -3.433 0.038 -0.003 -0.035 0.234
H 2.480 -0.591 -3.108 0.015 -0.043 0.048 0.322
H 0.214 -0.163 0.234 0.022 0.030 0.019 0.180
H -0.711 -1.318 -0.730 -0.028 0.011 -0.002 0.319
H -0.483 0.342 -1.320 0.023 0.003 -0.045 0.252
H 2.807 -2.125 -1.593 0.030 -0.007 -0.024 0.213
C -4.052 -0.673 4.235 0.008 0.173 0.041 -0.760
N -4.728 0.502 3.722 0.068 -0.088 0.063 0.142
C -4.446 1.800 4.310 -0.074 -0.020 -0.094 -0.977
C -5.614 0.435 2.710 -0.054 -0.029 -0.074 0.144
O -6.205 1.389 2.245 0.003 0.031 0.007 -0.603
H -4.287 -0.815 5.292 0.023 -0.063 0.000 0.338
H -2.971 -0.569 4.126 0.012 -0.053 0.014 0.178
H -4.373 -1.554 3.684 -0.022 0.000 -0.020 0.298
H -5.358 2.238 4.716 0.017 0.032 0.013 0.318
H -4.053 2.480 3.555 0.007 0.030 0.024 0.303
H -3.715 1.681 5.106 0.013 -0.027 0.003 0.372
H -5.759 -0.592 2.332 0.011 -0.005 0.012 0.266
C -4.981 -1.138 -3.397 0.061 0.116 -0.022 -0.866
N -3.630 -0.627 -3.509 -0.134 0.029 0.041 0.177
C -3.416 0.811 -3.400 0.330 -0.273 0.197 -0.942
C -2.579 -1.431 -3.711 0.067 -0.064 0.004 0.084
O -1.423 -1.052 -3.811 0.018 0.015 0.013 -0.583
H -5.612 -0.710 -4.178 -0.040 -0.015 0.019 0.302
H -5.405 -0.880 -2.424 -0.043 -0.024 -0.006 0.328
H -4.975 -2.222 -3.500 0.021 -0.012 -0.002 0.287
H -2.960 1.191 -4.311 -0.042 0.081 -0.019 0.300
H -2.743 1.018 -2.565 0.002 0.021 -0.025 0.209
H -4.363 1.304 -3.239 -0.080 0.030 -0.039 0.428
H -2.853 -2.498 -3.775 -0.003 0.004 -0.012 0.286
C 8.278 -2.842 -0.136 -0.139 0.037 -0.054 -0.952
N 6.928 -2.626 0.347 0.091 0.038 -0.039 0.193
C 5.902 -2.182 -0.581 -0.052 -0.021 0.080 -0.841
C 6.588 -2.828 1.629 0.022 -0.082 0.101 -0.001
O 5.468 -2.662 2.082 0.051 0.127 -0.088 -0.588
H 8.687 -1.917 -0.547 0.046 -0.019 -0.002 0.343
H 8.284 -3.606 -0.916 0.050 -0.006 0.001 0.341
H 8.913 -3.173 0.682 -0.006 -0.004 0.022 0.289
H 5.485 -1.227 -0.258 -0.007 0.010 -0.047 0.181
H 5.093 -2.911 -0.617 -0.071 -0.003 -0.040 0.296
H 6.336 -2.071 -1.571 0.024 -0.005 0.001 0.408
H 7.425 -3.172 2.256 0.003 0.016 0.013 0.311
C -6.127 5.606 -6.645 0.156 -0.016 0.084 -0.903
N -5.343 4.659 -5.878 -0.015 0.144 -0.071 0.113
C -4.029 5.050 -5.393 -0.056 -0.113 0.020 -0.923
C -5.787 3.424 -5.594 -0.026 -0.115 0.045 0.121
O -5.160 2.600 -4.953 -0.138 0.117 -0.135 -0.577
H -5.594 5.895 -7.552 -0.044 0.026 -0.025 0.331
H -6.327 6.502 -6.055 -0.040 0.021 -0.035 0.333
H -7.076 5.155 -6.927 -0.010 -0.021 0.005 0.291
H -3.265 4.384 -5.794 0.030 0.018 0.014 0.285
H -3.994 4.987 -4.305 0.034 0.014 0.004 0.287
H -3.820 6.070 -5.704 -0.021 0.016 -0.017 0.372
H -6.791 3.217 -6.001 -0.001 0.008 -0.005 0.255
C 4.386 0.230 2.122 0.073 0.363 -0.084 -0.595
N 3.768 1.410 1.547 0.016 -0.068 0.011 0.161
C 4.109 2.726 2.057 -0.097 -0.036 -0.090 -1.150
C 2.880 1.312 0.542 -0.007 -0.119 -0.051 0.467
O 2.324 2.254 0.007 -0.024 0.062 -0.031 -0.672
H 4.162 0.162 3.183 0.040 -0.053 0.053 0.463
H 5.470 0.269 1.991 0.000 -0.083 0.004 0.380
H 4.006 -0.659 1.624 -0.001 -0.001 0.031 -0.177
H 3.217 3.227 2.435 0.019 0.035 0.015 0.330
H 4.530 3.343 1.263 0.006 0.034 0.022 0.326
H 4.834 2.622 2.860 0.006 -0.026 0.011 0.431
H 2.700 0.267 0.235 -0.014 0.055 0.042 0.077



Entry 2:
10
Properties=species:S:1:pos:R:3:forces:R:3:mulliken_charge:R:1 method="wB97M-V/def2-TZVPD" e_tot_ha=-376.764120 charge=-1 e_lumo_ev="2.946 / 2.944" homo_lumo_gap_ev="4.90 / 4.90"
C 2.307 0.793 -0.818 1.202 3.158 1.490 -0.527
C 1.498 1.127 0.265 2.264 -2.337 -3.908 -0.153
C 0.553 0.490 0.861 -1.883 -1.315 -0.732 -0.739
H 2.093 1.209 -1.809 0.137 -0.285 0.241 0.251
H 3.286 0.337 -0.631 -0.155 0.313 -0.253 0.234
C 0.432 -0.940 -0.285 -3.374 -1.099 2.729 0.064
O -0.906 -0.978 -0.660 0.860 -0.933 -0.458 -0.794
Ag -1.905 0.686 0.088 0.790 0.296 0.648 0.155
H 0.702 -1.729 0.458 -0.507 0.011 0.426 0.198
H 1.018 -1.370 -1.132 0.665 2.190 -0.181 0.311



Entry 3:
28
Properties=species:S:1:pos:R:3:forces:R:3:mulliken_charge:R:1 method="wB97M-V/def2-TZVPD" e_tot_ha=-756.756309 charge=0 e_lumo_ev=0.543 homo_lumo_gap_ev=8.09
C 0.621 -0.836 2.104 1.092 -1.076 -1.568 -1.729
C -0.986 -2.262 0.771 -2.842 -2.244 -0.232 -1.251
C 1.353 -2.695 0.548 2.374 -0.819 2.404 -1.841
C -0.513 2.070 0.457 -0.716 0.761 -1.006 -1.510
C 0.527 2.464 -1.793 -1.494 3.094 -0.596 -1.571
C -1.582 1.202 -1.844 0.734 -2.382 1.802 -1.534
C 0.345 -1.689 0.902 -0.233 2.610 -2.167 1.484
C -0.332 1.488 -1.002 0.658 0.572 1.315 1.539
F 2.011 0.398 -0.297 -0.120 0.191 -0.288 -0.317
P 0.645 -0.113 -1.047 0.256 -1.574 1.816 0.059
H -0.300 -0.360 2.316 -0.471 0.719 0.984 0.367
H 1.030 -1.528 2.827 -0.351 -0.038 0.978 0.530
H 1.450 -0.182 1.857 -0.105 0.557 0.189 0.292
H -0.785 -3.266 0.315 -0.986 0.758 0.041 0.325
H -1.783 -1.753 0.194 0.749 0.016 -0.060 0.188
H -1.570 -2.511 1.703 1.028 0.326 -0.195 0.331
H 1.264 -3.630 1.232 -0.097 1.343 -0.858 0.466
H 1.387 -3.071 -0.452 -0.199 0.056 -0.720 0.443
H 2.331 -2.253 0.840 -0.164 -0.514 -0.592 0.390
H 0.484 2.261 0.821 0.362 -0.129 0.417 0.434
H -1.018 3.078 0.482 0.358 -0.879 -0.478 0.387
H -1.071 1.472 1.179 0.131 -0.372 -0.277 0.247
H 1.538 2.763 -1.578 0.614 -0.850 0.734 0.389
H 0.018 3.514 -1.669 0.486 -1.685 -0.438 0.338
H 0.480 2.240 -2.857 0.079 -0.062 -0.096 0.401
H -2.275 1.997 -1.965 -0.441 0.917 -0.021 0.395
H -1.215 0.831 -2.812 -0.555 -0.049 0.180 0.453
H -2.057 0.370 -1.231 -0.147 0.750 -1.268 0.291